Molecular formula: C17H19BN2O4RhS
Method: DFT, wB97M-V/def2-TZVPD

Calculated values
Net charge = +1
LUMO (alpha / beta) = -3.0 / -3.1 eV
E_HOMO (alpha / beta) = -11.190 / -11.253 eV
Frontier orbital gap (alpha / beta) = 8.158 / 8.162 eV
Energy above the lowest of the compared OMol25 structures with the same formula, charge and spin = 23.88 kcal/mol
F_max = 0.02440 hartree/bohr

Geometry as XYZ:
```
45
C17H19BN2O4RhS, DFT wB97M-V/def2-TZVPD
Rh 0.586 -0.129 -0.673
C 2.818 -1.419 -2.595
S 2.695 -0.930 -0.860
C 3.841 0.471 -0.845
H 2.469 -0.618 -3.242
H 2.201 -2.303 -2.736
H 3.855 -1.665 -2.821
H 4.836 0.121 -0.580
H 3.486 1.183 -0.105
H 3.854 0.948 -1.822
N 0.116 -1.893 3.272
C 0.096 -1.958 1.925
N 0.294 -0.790 1.370
C 0.467 0.112 2.420
C 0.713 1.484 2.399
C 0.839 2.120 3.616
C 0.722 1.418 4.828
C 0.477 0.061 4.859
C 0.353 -0.575 3.627
H -0.027 -2.670 3.895
H -0.075 -2.879 1.389
H 0.797 2.021 1.462
H 1.030 3.184 3.645
H 0.827 1.957 5.760
H 0.385 -0.477 5.793
O -1.533 0.421 -0.815
B -1.018 0.414 -2.141
O -1.538 -0.617 -2.893
C -2.483 -1.211 -2.064
C -3.337 -2.247 -2.351
C -4.219 -2.628 -1.338
C -4.230 -1.992 -0.101
C -3.350 -0.945 0.180
C -2.496 -0.591 -0.830
H -3.332 -2.729 -3.319
H -4.917 -3.433 -1.526
H -4.937 -2.307 0.654
H -3.347 -0.433 1.133
C 0.524 3.688 -2.883
C 0.361 2.330 -2.302
O -0.632 1.613 -2.795
O 1.111 1.865 -1.446
H -0.446 4.144 -3.066
H 1.030 3.583 -3.845
H 1.134 4.301 -2.228
```